1.
Computed, not measured: a structure of composition C9H36BF8N2O17S4V, with wB97M-V/def2-TZVPD.

The geometry in XYZ format:
```
78
Properties=species:S:1:pos:R:3:forces:R:3:lowdin_spin:R:1
V 2.545324 -1.687868 -0.386580 1.29 -0.42 -0.02 1.93
B 1.898602 -2.990397 2.601066 0.32 -2.21 3.90 0.00
F 1.555552 -1.932289 3.457777 -1.13 0.66 0.10 0.00
F 1.036810 -4.083892 2.733398 0.12 0.99 -0.41 0.00
F 1.902750 -2.513316 1.322112 -0.63 1.19 -4.29 0.02
F 3.191092 -3.329879 2.860384 0.84 -0.36 0.09 0.00
N 3.563117 -0.971885 -1.952398 3.46 0.24 -0.49 -0.02
S 3.225454 -0.344623 -3.367365 -8.97 0.24 -6.11 0.00
O 3.374623 -1.251853 -4.515119 0.99 2.29 2.68 0.00
O 3.168074 1.103803 -3.452634 1.64 -2.57 0.24 0.00
F 1.622738 -0.656455 -3.080609 0.14 0.16 -0.01 0.00
S 5.229270 -0.573900 -2.304844 7.68 -1.64 3.57 0.00
O 5.634716 0.696099 -1.785469 -1.58 -0.25 -1.06 0.00
O 5.977523 -1.170873 -3.416635 -3.18 1.38 1.47 0.00
F 5.794434 -1.500432 -1.118778 -0.78 -0.54 0.16 0.00
N 1.080383 -0.455612 -0.295843 -2.65 4.37 0.43 0.01
S -0.469254 -0.331822 0.089773 -8.45 -9.01 1.66 0.01
O -1.466305 -0.174225 -0.994426 3.41 0.61 2.36 0.00
O -0.823541 0.015416 1.441544 0.94 1.96 -0.64 0.00
F -0.626776 -1.927171 0.415252 0.41 -0.06 -1.11 0.00
S 0.866865 1.245241 -0.515744 6.59 8.38 -6.49 0.01
O 0.639821 2.202177 0.535551 -0.83 -2.26 0.53 0.01
O 0.474604 1.718388 -1.858815 -0.40 -2.46 3.20 0.00
F 2.431177 1.465071 -0.724234 0.22 -0.74 0.64 0.00
C -2.612403 2.605208 3.515380 -1.15 0.63 -0.83 0.00
O -1.330685 2.889116 3.027196 0.56 -0.28 0.37 0.02
H -3.274457 2.344888 2.689540 -0.13 -0.20 -0.18 0.00
H -2.721496 1.820974 4.264492 0.52 -0.10 0.30 0.00
H -3.037282 3.533744 3.896701 0.16 -0.08 0.37 0.00
H -1.136131 2.301878 2.293107 0.04 -0.08 -0.15 0.00
C -1.972548 -1.377823 3.912852 0.45 0.11 -0.75 0.17
O -0.934337 -0.728552 4.550926 -1.97 0.22 -0.33 0.65
H -2.924000 -0.850220 3.846065 0.04 0.60 0.24 0.03
H -1.682539 -1.911521 3.007774 0.13 0.20 -0.08 0.01
H -2.218596 -2.160624 4.630329 -0.37 -0.94 0.95 0.11
H -0.150567 -1.076876 4.119675 2.16 -0.44 -0.45 0.01
C 1.034738 -4.383337 -1.331856 0.16 -1.30 0.35 0.00
O 1.330261 -2.999439 -1.617963 0.50 -0.15 0.82 0.02
H -0.026526 -4.630345 -1.303718 -0.13 0.78 0.32 0.00
H 1.418890 -5.069364 -2.086771 0.48 0.45 -0.23 0.00
H 1.506855 -4.648289 -0.385807 -0.18 0.14 0.02 0.00
H 0.854897 -2.781309 -2.422977 0.00 0.83 -0.37 0.00
C -1.123576 1.147257 -4.879833 0.01 0.51 1.18 0.00
O -0.517498 2.307674 -4.356210 0.05 1.23 -0.11 0.00
H -0.298004 0.479583 -5.126300 -0.57 -0.47 -0.68 0.00
H -1.769991 0.709152 -4.119368 0.01 -0.47 0.08 0.00
H -1.806996 1.484108 -5.659298 0.50 -0.41 -0.49 0.00
H -0.335630 2.248438 -3.415455 -0.17 -0.33 -0.28 0.00
C -2.457431 3.865125 -0.747335 0.80 1.50 0.59 0.00
O -2.860514 2.599376 -0.409092 -0.66 -2.50 0.14 0.00
H -2.792880 4.233210 -1.716906 -0.03 -0.09 0.02 0.00
H -2.768047 4.513425 0.072011 -0.11 0.67 -0.28 0.00
H -1.368302 3.848843 -0.706792 0.09 0.20 -0.34 0.00
H -3.716174 2.377999 -0.783838 0.01 0.17 -0.04 0.00
C 3.648138 0.430520 1.751217 1.92 0.97 0.80 0.00
O 3.997654 -0.761228 1.008445 -2.04 -0.65 -1.07 0.01
H 3.951589 0.274102 2.786375 -0.61 -0.25 0.15 0.00
H 4.378119 1.160797 1.402048 -0.59 0.55 -0.19 0.00
H 2.626996 0.804008 1.674523 0.20 -0.59 -0.24 0.00
H 4.884772 -1.019541 1.269027 0.19 -0.33 -0.21 0.00
C -4.307062 -0.736948 0.743592 0.59 2.78 -1.18 0.00
O -4.314474 -1.778211 1.611460 -0.63 -1.90 1.40 0.00
H -5.287164 -0.260907 0.713739 -0.07 0.12 -0.38 0.00
H -3.629347 0.029532 1.119487 0.20 0.19 -0.14 0.00
H -3.964704 -0.987061 -0.260563 -0.12 -0.20 -0.16 0.00
H -5.250727 -1.990134 1.622423 0.14 -0.92 0.61 0.00
C 1.835969 4.600509 3.053296 0.42 0.03 -0.39 0.00
O 2.518132 4.295353 1.835922 0.68 -0.33 0.02 0.00
H 2.113193 5.598403 3.393077 -0.74 0.52 -0.48 0.00
H 0.789879 4.389299 2.831489 -0.15 0.45 1.04 0.00
H 2.242319 4.038118 3.893944 -0.23 -0.87 -0.29 0.00
H 1.880956 4.281840 1.117993 0.04 0.12 0.12 0.00
C -3.508809 -3.289675 -3.497548 1.20 1.67 -0.58 0.00
O -2.603248 -2.264370 -2.982313 -0.12 -0.54 0.29 0.00
H -3.116107 -3.412763 -4.506866 -0.30 -0.59 -0.04 0.00
H -3.425806 -4.213909 -2.925709 -0.41 0.16 0.05 0.00
H -4.488478 -2.823100 -3.600730 -0.25 -0.68 0.26 0.00
H -3.107874 -1.606633 -2.498222 0.02 -0.06 0.04 0.00
```
Positions in Å, forces in eV/Å.

For the HOMO energy (spin up / spin down), the calculation gives -0.4237 / -0.4238 hartree. The spin multiplicity is 4. The value obtained for the gap between HOMO and LUMO (spin up / spin down) is 4.50 / 2.44 eV. Its charge is +1.


2.
Computed, not measured: a structure of composition C2H2I4, with wB97M-V/def2-TZVPD.

The geometry in XYZ format:
```
8
Properties=species:S:1:pos:R:3:forces:R:3:nbo_charge:R:1
C 1.129354 -0.101567 -0.006583 -3.82 -0.33 -1.20 -0.49
C -0.943668 0.260970 -0.035240 3.54 0.13 1.27 -0.79
I 1.313874 -2.175705 -0.242865 0.25 0.24 0.09 0.16
I -0.880303 2.408628 0.216502 -0.21 -0.46 -0.20 0.20
I -1.562697 -0.690148 1.791702 -0.11 0.18 -0.42 0.21
I -1.959172 -0.399505 -1.739418 0.26 0.00 0.05 0.28
H 1.486581 0.284151 0.928086 -0.09 0.13 0.34 0.21
H 1.416032 0.413174 -0.912183 0.18 0.12 0.07 0.21
```
Positions in Å, forces in eV/Å.

For the HOMO energy, the calculation gives -0.3326 hartree. The value obtained for the gap between HOMO and LUMO is 8.04 eV. The calculation puts the energy above the lowest of the compared OMol25 structures with the same formula, charge and spin at 32.42 kcal per mole. Its charge is 0.


3.
Computed, not measured: a structure of composition C7H19B3NO7PYb, with wB97M-V/def2-TZVPD.

The geometry in XYZ format:
```
39
Properties=species:S:1:pos:R:3:forces:R:3:nbo_charge:R:1
C -3.181188 -2.924085 0.095738 0.74 -0.95 -0.16 -0.65
C -1.643387 -3.203223 0.668008 -1.60 0.50 0.23 -0.08
O -0.695001 -2.562066 -0.272270 1.26 -2.65 0.65 -0.58
C 0.453329 -3.492406 -0.532270 0.62 0.78 -0.49 -0.09
C 1.714849 -2.538107 -1.068054 -0.84 -1.25 0.83 -0.09
O 1.218609 -1.856967 -2.273626 1.38 0.70 1.90 -0.53
C 1.550296 -0.424093 -2.288031 0.98 0.08 -1.02 -0.42
B 0.486446 0.465370 -1.404260 -1.94 0.70 -0.69 1.21
O -0.554099 1.379171 -1.957005 2.89 -0.25 4.50 -0.88
B -0.757858 2.364079 -0.836163 -0.52 -0.44 -1.35 1.25
C -2.229820 2.806767 -0.247778 0.39 0.33 0.99 -0.82
C -3.112840 3.768431 -1.240844 -1.25 -0.64 0.40 -0.62
O 0.523320 2.892359 -0.246383 0.21 -4.49 2.47 -0.87
B 1.046210 1.721707 0.528547 -3.33 -0.36 -4.78 0.78
P 2.196151 1.824387 2.055935 -1.40 4.64 4.86 1.76
N 1.279748 2.111451 3.372409 2.38 -0.37 -2.88 -1.13
O 3.445889 3.046352 1.941555 -1.78 -2.02 0.62 -0.97
O 2.923693 0.256850 2.310716 2.72 -0.14 -1.24 -1.00
O 0.589332 0.365483 0.077353 1.97 4.03 -0.35 -0.91
H -3.317371 -1.760612 -0.068001 0.19 -2.57 0.29 0.22
H -4.004241 -3.372476 0.829524 1.91 1.17 -1.47 0.23
H -3.263066 -3.536793 -0.918789 0.04 1.62 2.05 0.23
H -1.574064 -2.640186 1.706392 0.15 -1.40 -1.94 0.18
H -1.415466 -4.362481 0.754441 -0.61 2.48 -0.05 0.19
H 0.731334 -4.089282 0.448396 -0.38 1.27 -1.96 0.18
H 0.226050 -4.243078 -1.401892 0.17 1.38 1.68 0.22
H 2.689317 -3.187572 -1.284593 -2.10 1.20 0.11 0.19
H 1.986225 -1.835142 -0.172846 -0.65 -0.70 -1.63 0.13
H 1.599172 -0.069380 -3.416870 -0.26 -0.86 2.35 0.26
H 2.665698 -0.326192 -1.879763 -2.04 0.13 -0.68 0.15
H -2.818410 1.813929 0.056432 1.13 2.14 -0.91 0.27
H -2.051263 3.390966 0.769024 -0.32 -1.19 -2.05 0.24
H -2.615160 4.792258 -1.512289 -0.72 -2.23 0.40 0.23
H -3.418780 3.112993 -2.168822 0.73 1.68 1.62 0.23
H -4.123070 4.031632 -0.670260 2.21 -0.58 -1.24 0.24
H 1.572138 2.981759 3.876162 -0.45 -1.04 -0.36 0.40
H 3.233286 3.715071 2.670219 0.40 -1.15 -1.30 0.54
H 3.405514 -0.014359 1.474740 -2.97 0.43 -0.52 0.37
Yb 5.238479 -0.402519 2.225219 0.70 0.02 1.13 1.93
```
Positions in Å, forces in eV/Å.

For the HOMO energy, the calculation gives -0.5089 hartree. The value obtained for the gap between HOMO and LUMO is 3.04 eV. Its charge is +2.


4.
Computed, not measured: the molecule C3H9NO, with wB97M-V/def2-TZVPD.

The geometry in XYZ format:
```
14
Properties=species:S:1:pos:R:3:forces:R:3:nbo_charge:R:1
C -1.011142 -1.189159 1.522660 -0.72 0.73 -1.13 -0.25
O -0.852524 -0.398235 0.310343 -1.25 -0.95 2.08 -0.57
H -1.382735 -0.581672 2.307054 -0.45 0.99 0.92 0.16
H -1.765447 -1.999383 1.475436 0.80 0.26 -0.79 0.20
H -0.039337 -1.478962 1.824234 0.96 -1.04 0.35 0.17
C 0.564803 0.648151 -1.945516 1.77 -2.01 0.96 -0.42
C 0.106404 0.650405 0.468305 -0.29 0.19 -1.56 0.07
N 1.093860 0.360836 -0.564152 0.01 1.98 -0.39 -0.69
H 0.696933 -0.308979 -2.562773 -0.74 1.28 0.65 0.18
H 1.301090 1.361085 -2.383705 -1.41 0.14 -0.05 0.20
H -0.496587 0.883149 -1.734308 0.72 0.34 -1.25 0.21
H -0.522572 1.638962 0.361285 1.58 -1.53 -0.72 0.18
H 0.544132 0.834226 1.450528 0.12 -1.04 0.23 0.18
H 1.763122 -0.420425 -0.529391 -1.10 0.66 0.70 0.38
```
Positions in Å, forces in eV/Å.

For the HOMO energy, the calculation gives -0.3061 hartree. As for the SMILES: CNCOC. The value obtained for the gap between HOMO and LUMO is 9.45 eV. The calculation puts the energy above the lowest of the compared OMol25 structures with the same formula, charge and spin at 61.24 kcal per mole. Its charge is 0.


Summary of energy in eV
-139133.5577, -34506.6264, -66219.3734, -6792.4001
(order as listed above)